Record 1
Molecular formula: C30H39AsIrN6O2S4
Method: DFT, ωB97M-V with the def2-TZVPD basis set

Structure (XYZ):
```
83
C30H39AsIrN6O2S4, DFT ωB97M-V with the def2-TZVPD basis set
Ir -0.3791 0.8745 -0.9345
S -2.8578 5.2543 -1.0793
As -1.1908 4.0262 -0.5043
S -1.7941 2.2477 0.5762
S -0.1102 3.1394 -2.1458
S -0.2125 5.5407 0.5872
C 1.9960 -1.3073 4.4174
O 2.0543 -0.0551 3.7599
C 0.9834 0.7703 3.8612
C -0.1755 0.4601 4.5620
C -1.2025 1.3897 4.6623
C -1.0902 2.6306 4.0609
C 0.0571 2.9392 3.3518
C 1.0880 2.0213 3.2431
N 2.2917 2.4653 2.6317
C 3.2674 1.8358 2.0007
C 3.2963 0.5777 1.3919
C 4.5692 -0.0173 1.1625
C 4.6851 -1.2434 0.5849
C 3.5045 -1.9222 0.1768
C 2.2728 -1.3616 0.3088
C 2.1031 -0.0595 0.8885
O 1.0004 0.5548 0.8764
H 2.9639 -1.7740 4.2539
H 1.2122 -1.9386 3.9899
H 1.8228 -1.1845 5.4890
H -0.2792 -0.5053 5.0356
H -2.0981 1.1293 5.2114
H -1.8964 3.3487 4.1087
H 0.1345 3.8891 2.8356
H 2.4622 3.4478 2.7957
H 4.1800 2.4242 1.9495
H 5.4549 0.5190 1.4854
H 5.6545 -1.6961 0.4343
H 3.5940 -2.9025 -0.2769
H 1.3753 -1.8586 -0.0428
C 2.7812 1.7673 -5.5313
N 2.6105 1.2880 -4.1748
C 3.5598 1.2739 -3.1832
C 2.9266 0.8274 -2.0639
N 1.6084 0.5708 -2.3478
C 1.4608 0.8584 -3.6218
H 3.6885 1.3478 -5.9618
H 2.8380 2.8550 -5.5472
H 1.9289 1.4496 -6.1274
H 4.5725 1.5907 -3.3582
H 3.3372 0.6895 -1.0796
H 0.5319 0.8276 -4.1678
C 0.1067 -2.2196 -2.8579
C -1.0575 -1.3861 -3.2402
C -1.9864 -1.6831 -4.3061
C -2.9187 -0.6971 -4.2825
C -2.5525 0.1911 -3.2013
C -3.2884 1.4065 -2.8036
N -1.4141 -0.2499 -2.6095
H 0.7354 -2.4127 -3.7309
H -0.2384 -3.1919 -2.4952
H 0.7022 -1.7324 -2.0900
H -1.9284 -2.5366 -4.9624
H -3.7821 -0.5750 -4.9161
H -4.3632 1.2457 -2.9070
H -3.0128 2.2360 -3.4634
H -3.0523 1.7059 -1.7837
C -1.5379 -1.0393 1.7457
C -2.3210 -2.0664 2.6003
N -3.3443 -2.7298 1.7880
C -4.1753 -1.6998 1.1586
C -3.3313 -0.8540 0.1720
N -1.9071 -1.1808 0.3309
C -1.7183 -2.5764 -0.0703
C -2.6774 -3.4946 0.7348
H -0.4590 -1.1691 1.8355
H -1.7561 -0.0124 2.0402
H -2.8103 -1.5829 3.4487
H -1.6599 -2.8411 2.9980
H -4.5901 -1.0743 1.9514
H -5.0107 -2.1871 0.6518
H -3.4650 0.2147 0.3350
H -3.6014 -1.0691 -0.8658
H -0.6733 -2.8418 0.1108
H -1.9077 -2.6569 -1.1429
H -2.1360 -4.3251 1.1933
H -3.4487 -3.9204 0.0892
```

Results
LUMO (alpha / beta), eV: -0.63 / -1.88
Total energy, Eh: -5578.33134
Charge: 0
2S+1: 6
Energy relative to the best compared isomer or geometry (same formula, charge and spin), kcal/mol: 0.0
Expectation value of S²: 8.78

Listed below, in e, are the Löwdin charges computed for each atom: number 1, Ir, carries 0.837; number 2, S, carries 0.043; number 3, As, carries -0.550; number 4, S, carries 0.076; number 5, S, carries 0.015; number 6, S, carries -0.009; number 7, C, carries -0.053; number 8, O, carries -0.086; number 9, C, carries -0.222; number 10, C, carries -0.025; number 11, C, carries -0.075; number 12, C, carries -0.093; number 13, C, carries -0.052; number 14, C, carries -0.158; number 15, N, carries 0.154; number 16, C, carries 0.016; number 17, C, carries -0.171; number 18, C, carries -0.052; number 19, C, carries -0.095; number 20, C, carries -0.066; number 21, C, carries -0.031; number 22, C, carries -0.398; number 23, O, carries -0.172; number 24, H, carries 0.098; number 25, H, carries 0.093; number 26, H, carries 0.097; number 27, H, carries 0.106; number 28, H, carries 0.108; number 29, H, carries 0.112; number 30, H, carries 0.054; number 31, H, carries 0.163; number 32, H, carries 0.146; number 33, H, carries 0.115; number 34, H, carries 0.097; number 35, H, carries 0.108; number 36, H, carries 0.084; number 37, C, carries -0.009; number 38, N, carries -0.122; number 39, C, carries -0.045; number 40, C, carries -0.108; number 41, N, carries -0.052; number 42, C, carries -0.247; number 43, H, carries 0.091; number 44, H, carries 0.097; number 45, H, carries 0.092; number 46, H, carries 0.119; number 47, H, carries 0.083; number 48, H, carries 0.122; number 49, C, carries -0.037; number 50, C, carries -0.324; number 51, C, carries -0.016; number 52, C, carries -0.011; number 53, C, carries -0.294; number 54, C, carries -0.046; number 55, N, carries -0.020; number 56, H, carries 0.094; number 57, H, carries 0.085; number 58, H, carries 0.036; number 59, H, carries 0.109; number 60, H, carries 0.111; number 61, H, carries 0.094; number 62, H, carries 0.092; number 63, H, carries 0.002; number 64, C, carries -0.183; number 65, C, carries -0.153; number 66, N, carries -0.157; number 67, C, carries -0.147; number 68, C, carries -0.174; number 69, N, carries -0.192; number 70, C, carries -0.161; number 71, C, carries -0.152; number 72, H, carries 0.095; number 73, H, carries 0.065; number 74, H, carries 0.112; number 75, H, carries 0.112; number 76, H, carries 0.118; number 77, H, carries 0.113; number 78, H, carries 0.053; number 79, H, carries 0.112; number 80, H, carries 0.107; number 81, H, carries 0.093; number 82, H, carries 0.113; number 83, H, carries 0.115

---

Record 2
Molecular formula: C30H39Co2O6Sn
Method: DFT, ωB97M-V with the def2-TZVPD basis set

Structure (XYZ):
```
78
C30H39Co2O6Sn, DFT ωB97M-V with the def2-TZVPD basis set
C -2.6667 3.8508 2.3654
C -2.3931 2.3614 2.5473
C -0.9373 2.0706 2.9240
C -0.6175 0.5660 2.9429
Sn 0.4501 -0.1611 1.2021
C 2.4636 0.6579 1.4251
C 3.6071 -0.2975 1.8037
C 4.9802 0.3983 1.8590
C 6.1345 -0.5497 2.1850
C 0.6352 -2.3150 1.4261
C -0.6577 -3.0943 1.7316
C -0.7956 -3.5287 3.1989
C -2.0330 -4.3960 3.4433
C -0.4055 0.6001 -0.7184
C -1.8636 0.4650 -0.7808
C -2.4787 -0.6892 -1.1443
H -3.7283 4.0119 2.1614
H -2.3922 4.4092 3.2659
H -2.1001 4.2613 1.5235
H -3.0362 1.9696 3.3477
H -2.6694 1.8122 1.6373
H -0.2490 2.6198 2.2597
H -0.7580 2.4797 3.9337
H 0.0617 0.3212 3.7699
H -1.5184 -0.0522 3.0335
H 2.6658 1.1490 0.4641
H 2.3570 1.4444 2.1851
H 3.4064 -0.7501 2.7887
H 3.6617 -1.1265 1.0794
H 5.1737 0.8829 0.8941
H 4.9434 1.1940 2.6131
H 7.0768 0.0044 2.1969
H 6.0078 -1.0122 3.1692
H 6.2248 -1.3447 1.4374
H 1.0616 -2.6184 0.4611
H 1.4012 -2.4590 2.2011
H -1.5479 -2.5141 1.4334
H -0.6681 -4.0020 1.1039
H 0.1046 -4.0883 3.4906
H -0.8366 -2.6412 3.8453
H -2.0324 -4.7648 4.4728
H -2.9537 -3.8212 3.2985
H -2.0552 -5.2559 2.7640
H -0.0523 1.6422 -0.7404
H 0.1474 -0.0725 -1.3952
H -2.4481 1.3519 -0.5037
H -3.4946 -0.9294 -0.7957
H -1.8505 -1.5469 -1.4050
O -6.9970 -2.1187 -3.0650
C -5.9478 -1.6544 -3.2190
Co -4.4015 -0.9049 -3.4498
C -4.8526 0.3082 -2.2425
O -5.3011 1.0073 -1.4334
C -3.4840 -2.3978 -3.3587
O -2.9441 -3.4175 -3.2572
C -4.4114 -0.3034 -5.2833
C -4.7693 -1.2888 -6.3090
C -3.9321 -2.4001 -6.5629
C -4.3842 -3.4447 -7.3665
C -5.6588 -3.3937 -7.9374
C -6.4539 -2.2541 -7.7689
C -6.0086 -1.1861 -6.9835
C -4.7678 1.0677 -5.0937
C -5.8596 1.8417 -4.9644
Co -3.1018 0.7491 -4.6760
C -1.8019 -0.3458 -4.1315
O -0.7511 -0.8057 -3.9514
C -3.0598 1.9931 -3.4292
O -2.9023 2.8731 -2.6964
C -2.2574 1.5911 -5.9664
O -1.7506 2.1996 -6.8089
H -2.9438 -2.4301 -6.0908
H -3.7387 -4.3039 -7.5325
H -6.0278 -4.2302 -8.5226
H -7.4327 -2.1803 -8.2435
H -6.6186 -0.2873 -6.8376
H -5.7466 2.9169 -4.8240
H -6.8645 1.4182 -5.0320
```

Results
LUMO, eV: 2.22
Total energy, Eh: -4597.69829
Charge: -1
2S+1: 1
Energy relative to the best compared isomer or geometry (same formula, charge and spin), kcal/mol: 13.2

Listed below, in e, are the Löwdin charges computed for each atom: number 1, C, carries -0.118; number 2, C, carries -0.282; number 3, C, carries -0.316; number 4, C, carries -0.313; number 5, Sn, carries 1.300; number 6, C, carries -0.314; number 7, C, carries -0.321; number 8, C, carries -0.289; number 9, C, carries -0.128; number 10, C, carries -0.302; number 11, C, carries -0.309; number 12, C, carries -0.286; number 13, C, carries -0.122; number 14, C, carries -0.280; number 15, C, carries -0.301; number 16, C, carries -0.071; number 17, H, carries 0.068; number 18, H, carries 0.068; number 19, H, carries 0.072; number 20, H, carries 0.111; number 21, H, carries 0.090; number 22, H, carries 0.095; number 23, H, carries 0.104; number 24, H, carries 0.042; number 25, H, carries 0.043; number 26, H, carries 0.044; number 27, H, carries 0.045; number 28, H, carries 0.104; number 29, H, carries 0.104; number 30, H, carries 0.105; number 31, H, carries 0.105; number 32, H, carries 0.062; number 33, H, carries 0.068; number 34, H, carries 0.069; number 35, H, carries 0.043; number 36, H, carries 0.040; number 37, H, carries 0.095; number 38, H, carries 0.108; number 39, H, carries 0.105; number 40, H, carries 0.101; number 41, H, carries 0.063; number 42, H, carries 0.072; number 43, H, carries 0.071; number 44, H, carries 0.050; number 45, H, carries 0.047; number 46, H, carries 0.086; number 47, H, carries 0.058; number 48, H, carries 0.069; number 49, O, carries 0.109; number 50, C, carries -0.159; number 51, Co, carries 0.085; number 52, C, carries -0.226; number 53, O, carries 0.111; number 54, C, carries -0.221; number 55, O, carries 0.089; number 56, C, carries -0.327; number 57, C, carries -0.207; number 58, C, carries -0.049; number 59, C, carries -0.102; number 60, C, carries -0.124; number 61, C, carries -0.104; number 62, C, carries -0.029; number 63, C, carries -0.372; number 64, C, carries -0.041; number 65, Co, carries 0.081; number 66, C, carries -0.155; number 67, O, carries 0.109; number 68, C, carries -0.136; number 69, O, carries 0.134; number 70, C, carries -0.095; number 71, O, carries 0.123; number 72, H, carries 0.106; number 73, H, carries 0.093; number 74, H, carries 0.084; number 75, H, carries 0.091; number 76, H, carries 0.105; number 77, H, carries 0.031; number 78, H, carries 0.042

---

- The lowest energy relative to the best compared isomer or geometry (same formula, charge and spin) belongs to which entry?
  C30H39AsIrN6O2S4

---

- Which value of energy relative to the best compared isomer or geometry (same formula, charge and spin) does entry 2 give?
  13.2 kcal/mol

---

- Look up the charge of the second one.
  -1

---

- Number 2 is which compound?
  C30H39Co2O6Sn